[1]
Computed, not measured: a 14-piece molecular cluster, C24H76N8O14 overall in a non-equilibrium geometry, with ωB97M-V/def2-TZVPD.

Energy above the lowest of the compared OMol25 structures with the same formula, charge and spin in kJ/mol: 1200.0
Lowest unoccupied orbital energy in eV: 0.08
E_HOMO in eV: -8.180

Element x y z (Å)
1 C -16.13 5.58 -4.64
2 O -15.11 4.75 -4.11
3 H -15.97 5.71 -5.73
4 H -16.17 6.53 -4.16
5 H -17.11 5.17 -4.63
6 H -14.16 5.03 -4.24
7 C -16.33 -2.50 -7.20
8 O -15.24 -2.01 -6.52
9 H -16.95 -3.09 -6.50
10 H -16.04 -3.10 -8.08
11 H -16.94 -1.71 -7.43
12 H -14.45 -2.45 -6.88
13 C -18.68 -1.05 -4.73
14 O -19.17 -2.38 -4.85
15 H -18.62 -0.66 -3.74
16 H -19.46 -0.43 -5.06
17 H -17.79 -0.88 -5.35
18 H -18.88 -2.61 -5.75
19 C -14.20 4.00 -7.66
20 O -14.39 2.65 -8.01
21 H -15.01 4.52 -7.20
22 H -13.74 4.32 -8.59
23 H -13.44 4.00 -6.87
24 H -14.68 2.14 -7.27
25 C -18.19 3.84 -8.15
26 O -17.74 4.52 -7.00
27 H -19.24 4.05 -8.29
28 H -18.14 2.79 -8.05
29 H -17.78 4.11 -9.06
30 H -17.60 5.42 -7.27
31 C -15.86 0.48 -2.50
32 O -15.21 1.77 -2.33
33 N -15.77 -0.27 -3.54
34 N -16.52 -0.12 -1.47
35 H -15.61 0.24 -4.40
36 H -16.31 -1.15 -3.62
37 H -16.69 0.46 -0.60
38 H -17.06 -0.98 -1.68
39 C -16.36 1.41 -6.29
40 O -17.44 0.96 -6.97
41 N -15.22 0.75 -6.16
42 N -16.33 2.47 -5.59
43 H -15.13 -0.24 -6.46
44 H -14.38 1.12 -5.80
45 H -17.15 3.03 -5.79
46 H -15.60 3.00 -5.12
47 C -16.94 5.12 -0.83
48 O -17.51 4.94 0.47
49 N -16.73 6.32 -1.26
50 N -16.27 4.16 -1.42
51 H -17.03 7.09 -0.56
52 H -16.29 6.70 -2.09
53 H -16.35 3.21 -1.07
54 H -15.93 4.21 -2.43
55 C -19.97 -1.60 -8.29
56 O -19.39 -2.63 -7.56
57 N -21.08 -1.87 -9.00
58 N -19.47 -0.41 -8.37
59 H -21.45 -2.84 -8.91
60 H -21.71 -1.23 -9.51
61 H -18.67 0.04 -7.87
62 H -19.61 0.05 -9.29
63 C -22.12 0.30 -6.38
64 C -21.69 1.64 -6.94
65 C -20.52 2.23 -6.13
66 O -21.28 1.65 -8.08
67 H -23.00 -0.07 -6.92
68 H -22.43 0.48 -5.35
69 H -21.26 -0.34 -6.43
70 H -22.57 2.22 -6.94
71 H -19.57 1.79 -6.21
72 H -20.59 2.46 -5.07
73 H -20.15 3.15 -6.63
74 H -20.58 1.04 -8.14
75 C -17.23 1.08 -10.31
76 C -18.34 1.85 -11.03
77 C -18.59 1.43 -12.48
78 O -19.42 1.82 -10.46
79 H -17.53 0.05 -10.13
80 H -17.09 1.44 -9.23
81 H -16.27 0.90 -10.80
82 H -17.91 2.80 -11.27
83 H -17.67 1.55 -13.06
84 H -19.22 2.17 -12.96
85 H -18.99 0.44 -12.57
86 H -19.76 2.63 -10.80
87 C -19.51 4.65 -3.54
88 C -19.58 3.39 -2.71
89 C -18.59 2.28 -3.07
90 O -19.52 3.55 -1.47
91 H -20.49 4.97 -3.26
92 H -19.37 4.54 -4.65
93 H -18.80 5.26 -3.17
94 H -20.53 2.89 -2.92
95 H -18.76 1.44 -2.34
96 H -17.51 2.55 -2.95
97 H -18.64 1.84 -4.12
98 H -20.28 3.08 -1.05
99 C -14.36 -0.60 -9.02
100 C -14.24 -1.36 -10.33
101 C -12.78 -1.59 -10.73
102 O -14.62 -2.54 -10.34
103 H -13.80 -1.01 -8.11
104 H -15.43 -0.45 -8.71
105 H -14.05 0.45 -9.18
106 H -14.78 -0.89 -11.05
107 H -12.78 -2.00 -11.74
108 H -12.27 -2.22 -10.05
109 H -12.24 -0.61 -10.88
110 H -14.10 -3.09 -9.79
111 C -12.46 0.96 -3.40
112 C -12.47 2.19 -4.28
113 C -11.74 1.87 -5.58
114 O -13.62 2.51 -4.58
115 H -13.25 0.28 -3.73
116 H -12.79 1.24 -2.42
117 H -11.52 0.36 -3.36
118 H -11.94 2.94 -3.78
119 H -11.64 2.67 -6.29
120 H -12.39 1.16 -6.14
121 H -10.75 1.48 -5.36
122 H -14.08 2.71 -3.82

[2]
Computed, not measured: a 14-piece molecular cluster, C24H76O26 overall in a non-equilibrium geometry, with ωB97M-V/def2-TZVPD.

Energy above the lowest of the compared OMol25 structures with the same formula, charge and spin in kJ/mol: 0.0
Lowest unoccupied orbital energy in eV: 0.13
E_HOMO in eV: -9.543

Element x y z (Å)
1 C 1.77 -0.26 2.56
2 C 2.42 -1.64 2.65
3 O 2.19 -2.44 1.47
4 O 0.37 -0.36 2.72
5 H 2.04 0.12 1.60
6 H 2.28 0.45 3.27
7 H 1.98 -2.15 3.51
8 H 3.48 -1.61 2.84
9 H 2.76 -2.10 0.77
10 H 0.01 0.16 1.93
11 C 4.18 4.39 -2.05
12 C 2.92 4.38 -1.24
13 O 2.84 5.47 -0.39
14 O 5.38 4.50 -1.23
15 H 4.07 5.23 -2.72
16 H 4.23 3.44 -2.57
17 H 2.86 3.40 -0.62
18 H 2.04 4.47 -1.85
19 H 3.50 5.40 0.27
20 H 5.95 3.88 -1.70
21 C -4.65 2.78 -0.09
22 C -4.81 1.49 -0.81
23 O -5.46 0.48 0.06
24 O -3.40 2.92 0.60
25 H -5.43 2.90 0.62
26 H -4.71 3.55 -0.87
27 H -3.86 1.07 -1.13
28 H -5.52 1.69 -1.66
29 H -4.85 -0.27 0.11
30 H -3.33 2.11 1.12
31 C -0.43 -3.28 4.32
32 C -1.74 -4.04 4.51
33 O -2.72 -3.30 3.68
34 O -0.57 -1.92 4.73
35 H -0.16 -3.32 3.28
36 H 0.36 -3.79 4.87
37 H -2.02 -4.04 5.55
38 H -1.60 -5.07 4.09
39 H -3.13 -2.59 4.19
40 H -0.24 -1.33 4.01
41 C -0.09 -4.75 -0.61
42 C 0.09 -3.92 -1.83
43 O -1.02 -2.95 -2.00
44 O -0.27 -4.09 0.67
45 H 0.75 -5.45 -0.45
46 H -1.02 -5.41 -0.71
47 H 0.16 -4.70 -2.65
48 H 1.12 -3.39 -1.78
49 H -1.37 -2.76 -1.09
50 H 0.45 -3.42 0.81
51 C 2.11 1.69 -5.08
52 C 0.63 1.39 -5.21
53 O 0.31 0.04 -5.00
54 O 2.61 1.36 -3.82
55 H 2.39 2.79 -5.35
56 H 2.71 1.10 -5.68
57 H 0.40 1.52 -6.26
58 H -0.01 2.03 -4.63
59 H -0.04 0.02 -4.11
60 H 1.99 1.68 -3.14
61 C -0.48 -0.09 -0.64
62 C 0.57 0.38 -1.57
63 O 0.39 1.61 -2.38
64 O -0.49 0.81 0.49
65 H -0.17 -1.09 -0.17
66 H -1.57 -0.12 -0.87
67 H 0.75 -0.41 -2.27
68 H 1.55 0.46 -1.00
69 H 0.14 2.29 -1.80
70 H -0.68 1.65 0.14
71 C 3.83 -2.04 -4.08
72 C 3.46 -2.42 -5.46
73 O 2.85 -1.40 -6.17
74 O 2.69 -1.54 -3.27
75 H 4.53 -1.23 -4.28
76 H 4.43 -2.77 -3.64
77 H 2.85 -3.34 -5.43
78 H 4.46 -2.71 -5.91
79 H 1.91 -1.35 -6.09
80 H 2.86 -0.61 -3.41
81 C 4.88 -0.21 -0.49
82 C 4.36 0.66 0.65
83 O 5.19 1.75 0.92
84 O 4.05 -1.39 -0.57
85 H 5.91 -0.54 -0.30
86 H 4.94 0.33 -1.39
87 H 4.22 0.10 1.53
88 H 3.34 0.91 0.38
89 H 4.76 2.53 0.65
90 H 3.66 -1.41 -1.52
91 C -5.77 -2.83 -1.34
92 C -4.39 -2.32 -1.91
93 O -3.70 -1.59 -0.92
94 O -6.71 -1.77 -1.11
95 H -5.51 -3.27 -0.38
96 H -6.22 -3.63 -1.94
97 H -4.54 -1.59 -2.76
98 H -3.73 -3.14 -2.35
99 H -3.55 -2.16 -0.16
100 H -6.33 -0.92 -0.90
101 C -3.61 0.43 5.20
102 C -3.82 0.54 3.72
103 O -2.65 1.01 3.06
104 O -3.01 -0.80 5.57
105 H -4.50 0.49 5.91
106 H -2.88 1.20 5.51
107 H -4.59 1.26 3.50
108 H -4.16 -0.43 3.39
109 H -1.80 0.58 3.30
110 H -2.11 -0.96 5.29
111 C 0.34 3.43 4.01
112 C -0.07 3.79 2.57
113 O 1.07 3.65 1.61
114 O 1.35 4.25 4.43
115 H 0.56 2.36 4.11
116 H -0.51 3.57 4.62
117 H -0.37 4.85 2.56
118 H -0.86 3.26 2.18
119 H 1.51 4.54 1.49
120 H 2.17 4.03 3.98
121 O -0.91 3.28 -0.35
122 H -1.88 3.39 -0.08
123 H -0.36 3.86 0.10
124 O -3.12 -3.57 0.95
125 H -3.26 -3.28 1.87
126 H -2.22 -3.86 0.77

[3]
Computed, not measured: a 15-piece molecular cluster, C24H80N2O23 overall in a non-equilibrium geometry, with ωB97M-V/def2-TZVPD.

Energy above the lowest of the compared OMol25 structures with the same formula, charge and spin in kJ/mol: 1440.2
Lowest unoccupied orbital energy in eV: -0.01
E_HOMO in eV: -8.952

Element x y z (Å)
1 C 4.73 5.16 -2.62
2 C 4.55 3.93 -3.54
3 C 5.76 3.62 -4.43
4 O 6.32 4.82 -4.97
5 C 7.51 4.57 -5.68
6 N 4.33 2.72 -2.69
7 H 5.71 5.16 -2.15
8 H 3.91 5.19 -1.90
9 H 4.66 6.08 -3.20
10 H 3.67 4.08 -4.17
11 H 5.40 2.96 -5.22
12 H 6.54 3.15 -3.83
13 H 7.49 5.19 -6.58
14 H 7.62 3.56 -6.07
15 H 8.41 4.75 -5.09
16 H 3.42 2.85 -2.25
17 H 4.94 2.98 -1.91
18 C -2.37 2.15 2.85
19 C -3.68 1.44 3.18
20 C -3.97 0.32 2.18
21 O -4.53 0.85 1.00
22 C -5.87 0.65 0.71
23 N -3.77 1.06 4.59
24 H -2.19 2.96 3.58
25 H -2.49 2.77 1.96
26 H -1.47 1.55 2.93
27 H -4.44 2.22 3.00
28 H -4.70 -0.42 2.54
29 H -3.08 -0.28 1.98
30 H -6.55 1.09 1.45
31 H -6.15 -0.39 0.55
32 H -6.17 1.22 -0.18
33 H -4.75 1.00 4.87
34 H -3.43 1.85 5.13
35 O 3.82 -2.69 0.92
36 H 4.15 -1.83 0.63
37 H 3.26 -3.00 0.17
38 O -0.92 -3.72 1.98
39 H -1.79 -4.06 1.76
40 H -0.85 -2.92 1.41
41 O -3.05 0.48 -1.41
42 H -3.65 0.71 -0.69
43 H -2.66 -0.36 -1.12
44 O -3.13 -2.28 -0.45
45 H -3.83 -2.65 -1.00
46 H -3.34 -2.58 0.44
47 O 1.42 3.28 -2.18
48 H 1.27 3.23 -3.13
49 H 0.83 3.98 -1.87
50 C -2.35 4.10 -0.90
51 C -1.62 5.07 0.02
52 O -2.51 5.66 0.96
53 O -1.45 3.03 -1.14
54 H -2.71 4.58 -1.82
55 H -3.21 3.74 -0.33
56 H -1.05 5.86 -0.51
57 H -0.80 4.60 0.59
58 H -2.11 6.01 1.75
59 H -1.98 2.23 -1.30
60 C 0.66 -2.06 -3.91
61 C 2.11 -1.65 -4.11
62 O 2.79 -1.40 -2.90
63 O -0.14 -1.05 -3.28
64 H 0.71 -2.86 -3.16
65 H 0.21 -2.45 -4.82
66 H 2.30 -0.81 -4.79
67 H 2.59 -2.50 -4.63
68 H 3.41 -0.69 -3.06
69 H 0.38 -0.51 -2.68
70 C -0.34 -6.51 -1.75
71 C -1.15 -5.37 -1.11
72 O -0.64 -4.10 -1.41
73 O -1.22 -7.44 -2.37
74 H 0.23 -6.97 -0.94
75 H 0.34 -6.10 -2.50
76 H -1.20 -5.54 -0.02
77 H -2.20 -5.37 -1.42
78 H -1.32 -3.43 -1.28
79 H -0.70 -8.14 -2.76
80 C -5.55 -2.03 2.80
81 C -4.20 -2.29 2.16
82 O -3.81 -3.69 2.07
83 O -6.65 -2.69 2.24
84 H -5.67 -0.95 2.89
85 H -5.49 -2.22 3.88
86 H -3.33 -1.75 2.54
87 H -4.17 -2.05 1.08
88 H -4.62 -4.16 1.85
89 H -6.49 -3.64 2.16
90 C 3.34 -5.95 -0.66
91 C 3.20 -4.98 -1.85
92 O 2.62 -3.79 -1.35
93 O 2.40 -5.76 0.37
94 H 4.30 -5.74 -0.17
95 H 3.36 -6.99 -1.00
96 H 2.51 -5.35 -2.61
97 H 4.20 -4.83 -2.26
98 H 2.75 -3.00 -1.89
99 H 1.66 -5.21 0.06
100 C -0.64 3.63 2.05
101 C 0.61 3.34 2.89
102 O 0.27 3.15 4.26
103 O -1.36 4.75 2.52
104 H -1.32 2.77 2.03
105 H -0.31 3.80 1.02
106 H 1.18 4.27 2.92
107 H 1.13 2.48 2.46
108 H 1.07 2.84 4.69
109 H -1.59 4.54 3.44
110 C 1.82 -0.50 5.29
111 C 2.08 -0.35 3.80
112 O 3.26 -1.03 3.40
113 O 1.86 -1.88 5.62
114 H 0.86 -0.04 5.55
115 H 2.63 0.02 5.82
116 H 2.20 0.69 3.50
117 H 1.22 -0.65 3.20
118 H 3.94 -0.42 3.13
119 H 1.68 -1.93 6.56
120 C -0.27 0.82 -0.10
121 C -1.25 -0.36 -0.04
122 O -0.64 -1.58 0.32
123 O 0.55 0.66 -1.25
124 H 0.34 0.97 0.80
125 H -0.83 1.75 -0.18
126 H -1.80 -0.44 -0.97
127 H -1.92 -0.20 0.81
128 H 0.03 -1.86 -0.33
129 H 0.93 1.52 -1.44

[4]
Computed, not measured: a 13-piece molecular cluster, C24H80N6O13 overall in a non-equilibrium geometry, with ωB97M-V/def2-TZVPD.

Energy above the lowest of the compared OMol25 structures with the same formula, charge and spin in kJ/mol: 87.6
Lowest unoccupied orbital energy in eV: -0.17
E_HOMO in eV: -8.750

Element x y z (Å)
1 C -3.05 0.89 -0.17
2 C -2.30 2.14 0.21
3 C -2.24 2.36 1.74
4 O -3.56 2.32 2.27
5 C -3.55 2.30 3.70
6 N -1.07 2.23 -0.58
7 H -2.50 0.12 0.37
8 H -3.06 0.76 -1.25
9 H -4.08 1.02 0.18
10 H -2.99 2.93 -0.08
11 H -1.75 3.31 1.94
12 H -1.68 1.56 2.22
13 H -4.51 2.62 4.10
14 H -2.75 2.83 4.22
15 H -3.43 1.27 4.05
16 H -1.27 2.03 -1.55
17 H -0.73 3.17 -0.45
18 C -2.45 -1.35 5.94
19 C -2.48 -2.38 4.74
20 C -3.09 -1.69 3.49
21 O -4.49 -1.54 3.57
22 C -5.17 -1.01 2.44
23 N -1.11 -2.73 4.47
24 H -1.92 -0.49 5.53
25 H -1.84 -1.61 6.80
26 H -3.40 -0.96 6.29
27 H -2.94 -3.33 4.97
28 H -2.94 -2.21 2.54
29 H -2.66 -0.69 3.38
30 H -4.90 0.02 2.18
31 H -6.19 -1.04 2.81
32 H -5.02 -1.66 1.58
33 H -0.72 -3.08 5.33
34 H -0.49 -1.96 4.25
35 C 4.00 0.73 1.88
36 C 4.55 1.47 0.55
37 C 4.31 0.62 -0.69
38 O 4.86 1.26 -1.89
39 C 4.47 0.66 -3.11
40 N 3.80 2.68 0.51
41 H 4.64 -0.08 2.20
42 H 3.01 0.29 1.83
43 H 4.01 1.32 2.80
44 H 5.61 1.72 0.60
45 H 3.24 0.58 -0.90
46 H 4.77 -0.36 -0.57
47 H 3.47 0.94 -3.44
48 H 4.49 -0.40 -2.89
49 H 5.23 0.93 -3.86
50 H 4.38 3.46 0.78
51 H 3.53 2.81 -0.45
52 C 2.97 -3.45 -1.50
53 C 1.96 -2.23 -1.65
54 C 1.14 -2.22 -2.98
55 O 2.13 -2.13 -4.05
56 C 1.43 -2.24 -5.28
57 N 1.01 -2.34 -0.49
58 H 3.87 -3.32 -2.09
59 H 2.55 -4.45 -1.61
60 H 3.38 -3.55 -0.49
61 H 2.48 -1.28 -1.61
62 H 0.48 -1.35 -3.00
63 H 0.57 -3.15 -3.02
64 H 0.59 -2.94 -5.17
65 H 2.15 -2.56 -6.03
66 H 1.03 -1.26 -5.55
67 H 1.51 -2.60 0.35
68 H 0.40 -3.13 -0.67
69 C -3.24 -6.40 0.85
70 C -2.10 -5.38 1.10
71 C -2.24 -4.08 0.24
72 O -2.05 -4.30 -1.15
73 C -2.43 -3.11 -1.86
74 N -2.15 -5.04 2.50
75 H -3.03 -7.34 1.36
76 H -3.39 -6.49 -0.23
77 H -4.18 -6.11 1.31
78 H -1.14 -5.87 0.96
79 H -1.49 -3.39 0.61
80 H -3.22 -3.66 0.43
81 H -1.80 -2.25 -1.64
82 H -3.43 -2.75 -1.63
83 H -2.37 -3.33 -2.92
84 H -2.91 -4.48 2.84
85 H -1.41 -4.36 2.59
86 C 1.19 2.21 -4.65
87 C 1.60 3.48 -3.99
88 C 1.45 4.67 -4.97
89 O 2.10 4.39 -6.19
90 C 1.58 5.28 -7.20
91 N 0.83 3.62 -2.75
92 H 1.72 2.10 -5.59
93 H 0.11 2.21 -4.83
94 H 1.40 1.28 -4.12
95 H 2.60 3.20 -3.65
96 H 1.97 5.48 -4.46
97 H 0.44 5.07 -5.07
98 H 0.51 5.22 -7.40
99 H 2.20 5.29 -8.09
100 H 1.67 6.26 -6.73
101 H -0.12 3.43 -3.02
102 H 0.90 4.52 -2.30
103 O 1.45 2.13 1.94
104 H 2.20 2.45 1.44
105 H 1.08 1.43 1.40
106 O 0.94 -0.98 3.13
107 H 0.73 -0.74 2.22
108 H 0.65 -0.23 3.65
109 O 0.34 1.50 4.41
110 H 0.89 1.91 3.73
111 H 0.14 2.22 5.01
112 O 0.68 4.75 2.29
113 H 0.96 3.84 2.36
114 H 0.07 4.76 1.56
115 O 0.21 0.08 0.66
116 H -0.38 0.73 0.29
117 H 0.42 -0.50 -0.07
118 O -0.70 4.94 -0.08
119 H -1.42 5.45 -0.44
120 H 0.07 5.25 -0.55
121 O 2.15 -2.98 1.92
122 H 2.00 -2.25 2.53
123 H 2.26 -3.74 2.49

Q: The lowest lowest unoccupied orbital energy belongs to which entry?
A: C24H80N6O13

Q: The highest E_HOMO belongs to which entry?
A: C24H76N8O14

Q: The highest lowest unoccupied orbital energy belongs to which entry?
A: C24H76O26